DFT (ωB97M-V/def2-TZVPD) results for a 2-piece molecular cluster, C5H10O2P overall in a non-equilibrium geometry.

The geometry in XYZ format:
```
18
C5H10O2P | the OMol25 dataset | ωB97M-V/def2-TZVPD
C -0.89 -3.66 0.43
C -0.08 -3.09 1.25
C 1.12 2.28 -0.35
C -0.65 0.81 -1.25
C 0.53 0.97 -0.25
O -1.48 1.30 1.60
O 0.94 1.21 2.33
P -0.15 0.67 1.45
H -0.58 -4.11 -0.60
H -2.00 -3.71 0.51
H 0.94 -2.88 1.17
H 0.45 2.95 -0.04
H 2.12 2.45 0.09
H 1.39 2.42 -1.41
H -1.48 1.62 -1.02
H -1.20 -0.21 -1.16
H -0.20 0.91 -2.27
H 1.21 0.07 -0.49
```

As for the multiplicity: 1. As for the relative energy (zero: lowest compared OMol25 entry of this formula, charge and spin): 98.3 kcal/mol. As for the net charge: -1.